Arrangement a

Formula: C10H13O2
Source: the OMol25 dataset
Level of theory: wB97M-V/def2-TZVPD

Structure (XYZ):
```
25
Properties=species:S:1:pos:R:3
C -1.6990 -2.1897 -1.2858
C -0.9845 -1.8627 0.0307
C -1.1263 -1.3939 -2.4728
O 0.0963 -1.5393 -2.7099
O -1.9364 -0.6486 -3.0789
H -1.5930 -3.2623 -1.4753
H -2.7670 -1.9658 -1.1964
H 0.0152 -1.5033 -0.1946
H -1.0191 -2.6866 0.7509
H -1.4389 -1.0160 0.5542
C 0.2531 0.5895 2.7698
C -0.3217 1.3748 0.4405
C 0.6414 1.1067 1.4227
C 0.0208 1.6444 -0.8587
C 1.9732 1.2195 1.0665
C 1.3691 1.6043 -1.2203
C 2.3387 1.4904 -0.2519
H -1.3385 1.4413 0.8077
H -0.6891 1.8364 -1.6479
H 1.0231 -0.0383 3.2224
H -0.7039 0.0704 2.7308
H 2.7274 1.1109 1.8364
H 1.6098 1.6716 -2.2698
H 3.3879 1.5826 -0.5230
H 0.1617 1.3636 3.5528
```

Its lowest unoccupied orbital energy is 3.280 eV. Its frontier orbital gap is 7.154 eV. As for the charge: -1.

Arrangement b

Formula: C10H13O2
Source: the OMol25 dataset
Level of theory: wB97M-V/def2-TZVPD

Structure (XYZ):
```
25
Properties=species:S:1:pos:R:3
C -0.3120 1.9606 1.0659
C -0.0572 2.3648 2.5333
C -0.9418 3.0887 0.2091
O -1.4076 2.7721 -0.9120
O -0.8075 4.2406 0.6794
H 0.6503 1.6472 0.6495
H -0.8857 1.0294 1.0145
H -1.0050 2.7898 2.8446
H 0.6716 3.1633 2.6038
H 0.1500 1.4828 3.1417
C 0.0725 -3.4985 0.2424
C 0.4771 0.1122 -1.9882
C -0.7858 -0.4066 -1.7387
C 1.5855 -0.6786 -1.7831
C -0.9619 -1.4587 -0.8700
C 1.4476 -1.8307 -0.9945
C 0.1780 -2.2262 -0.5843
H 0.4998 1.0846 -2.4095
H -1.6188 0.2452 -1.9829
H 2.5520 -0.3911 -2.1825
H -1.8395 -1.9231 -0.4693
H 2.3362 -2.2629 -0.5569
H 1.0165 -3.8720 0.6194
H -0.5655 -4.2112 -0.2781
H -0.4490 -3.2218 1.1463
```

Its lowest unoccupied orbital energy is 3.115 eV. Its frontier orbital gap is 7.094 eV. As for the charge: -1.

It is arrangement b that is the least stable of them.

Arrangement a

Formula: C13H19N
Source: the OMol25 dataset
Level of theory: wB97M-V/def2-TZVPD

Structure (XYZ):
```
33
Properties=species:S:1:pos:R:3
C 1.8799 0.8215 -2.5567
C 2.4125 -0.0762 -1.4582
C 0.5045 0.2481 -2.9799
H 1.7366 1.8374 -2.1636
H 2.5641 1.0077 -3.3852
H 2.5394 -1.1316 -1.6878
H 1.6731 -0.0881 -0.6517
H -0.2437 0.9982 -3.2552
H 0.6591 -0.3584 -3.8742
H 3.2940 0.2759 -0.9112
H 0.1442 -0.2978 -2.1116
C 1.0178 0.6485 2.1737
C 2.0063 1.7174 1.6839
C -0.1715 0.4378 1.2791
C -0.4755 1.2416 0.2334
C -1.1494 -0.6219 1.2853
C -2.0651 -0.3157 0.2523
C -1.3394 -1.7740 2.0421
C -3.1691 -1.1207 -0.0157
C -2.4142 -2.5977 1.7431
C -3.3846 -2.2061 0.8145
N -1.6724 0.8531 -0.3497
H 1.4565 -0.2875 2.5164
H 0.5995 1.0539 3.1073
H 2.2219 1.5867 0.6254
H 0.2687 1.8551 -0.2465
H -2.0878 1.2080 -1.1906
H -0.7016 -1.9973 2.8858
H -3.7684 -0.8911 -0.8902
H -2.6056 -3.4821 2.3403
H -4.2547 -2.8363 0.6726
H 2.9326 1.5821 2.2369
H 1.5925 2.7093 1.8358
```

Its lowest unoccupied orbital energy is 0.950 eV. Its frontier orbital gap is 8.762 eV.

Arrangement b

Formula: C13H19N
Source: the OMol25 dataset
Level of theory: wB97M-V/def2-TZVPD

Structure (XYZ):
```
33
Properties=species:S:1:pos:R:3
C 0.9915 1.6802 -0.3059
C -0.9668 2.7183 1.1582
C -0.9983 1.4370 0.9854
C -0.4323 -2.2817 0.0866
C -0.0591 -1.5864 1.3440
C 1.5351 -1.1063 -0.2782
C 0.2566 -1.4435 -1.0355
C 0.0280 0.6996 0.1202
C 0.8434 -0.3901 0.8975
C -0.5043 -0.1159 -1.1008
C 1.6503 0.1882 2.0456
C -2.0430 -0.0226 -1.2251
C 0.0173 0.5455 -2.3843
N 1.7728 2.4772 -0.4557
H -1.8415 3.1935 1.6722
H -0.2921 3.4023 0.7206
H -1.7565 0.9784 1.5472
H -0.0581 -3.2145 0.0082
H -1.5087 -2.4538 0.0233
H -0.9341 -1.3864 1.9863
H 0.6512 -2.1440 1.9231
H 2.1230 -2.1044 -0.0532
H 2.1913 -0.4217 -0.7761
H 0.5257 -1.9025 -1.9286
H 2.2666 1.0147 1.6236
H 2.3585 -0.4490 2.4763
H 1.0695 0.6417 2.8438
H -2.2700 0.9602 -1.6079
H -2.6199 -0.1629 -0.2792
H -2.3325 -0.8587 -1.9215
H 0.0340 1.6049 -2.3524
H -0.6586 0.3394 -3.1769
H 0.9610 0.1633 -2.5810
```

Its lowest unoccupied orbital energy is 0.799 eV. Its frontier orbital gap is 10.799 eV.

Arrangement c

Formula: C13H19N
Source: the OMol25 dataset
Level of theory: wB97M-V/def2-TZVPD

Structure (XYZ):
```
33
Properties=species:S:1:pos:R:3
C -1.4101 -0.1761 0.1384
C 0.3864 -1.6128 0.1783
C -0.5966 0.0757 -0.9112
C 0.4754 -0.8024 -0.9128
N -0.8059 -1.2252 0.8236
C -1.9282 -3.3260 1.4120
C -0.2849 -2.3205 2.9962
C -2.5169 -1.2206 2.7013
C 0.7342 1.8259 -1.9094
C 1.9522 0.8435 -2.0148
C 0.0519 -0.1380 -3.0807
C -0.4935 0.9031 -2.1125
C 1.2699 -0.5358 -2.1600
C -1.4088 -1.9774 1.9686
H -2.3010 0.3217 0.3686
H 1.0203 -2.3930 0.4622
H -2.6665 -3.1292 0.6180
H -2.4129 -3.9216 2.2188
H -1.1147 -3.9153 1.0355
H 0.2407 -1.3889 3.2970
H -0.7110 -2.7839 3.9098
H 0.4382 -2.9956 2.5250
H -2.8288 -1.8216 3.5614
H -3.4080 -1.0804 2.0948
H -2.1781 -0.2188 2.9972
H 0.6929 2.3037 -0.9273
H 0.7049 2.5886 -2.6782
H 2.5866 1.0775 -2.8533
H 2.4975 0.8848 -1.0867
H 0.2760 0.2764 -4.0642
H -0.6441 -1.0186 -3.2067
H -1.4426 1.3697 -2.4517
H 1.9478 -1.3402 -2.4908
```

Its lowest unoccupied orbital energy is 0.832 eV. Its frontier orbital gap is 8.759 eV.

It is arrangement b that is the least stable of them.

Arrangement a

Formula: C6H14N4O2
Source: the OMol25 dataset
Level of theory: wB97M-V/def2-TZVPD

Structure (XYZ):
```
26
Properties=species:S:1:pos:R:3
C 2.0733 0.1588 -0.4592
C 2.5158 1.5465 -0.4332
C 0.8311 0.0359 0.4931
C -0.4324 0.6771 -0.0208
C -1.6469 0.4034 0.8802
C -2.8951 -1.6720 0.1936
H 3.3723 -0.5296 1.0005
H 2.8951 -1.6657 -0.1987
H 1.8218 -0.0807 -1.4648
H 0.6476 -1.0343 0.6469
H 1.0772 0.5099 1.4803
H -0.7181 0.2367 -0.9819
H -0.2309 1.7046 -0.0301
H -2.4872 0.7418 0.3006
H -1.5830 0.9802 1.7545
H -1.8326 -1.3814 1.8679
H -3.1742 -3.2996 1.2891
H -3.8876 -1.5886 -1.4952
H -2.6217 -0.3948 -1.4229
H 2.4332 3.1240 -1.5803
N 3.1393 -0.6977 -0.0006
N -1.9491 -1.0226 0.8982
N -3.5512 -2.7085 0.5295
N -3.2905 -1.0174 -0.9425
O 3.0387 2.0516 0.5442
O 2.1080 2.1863 -1.6042
```

Its lowest unoccupied orbital energy is 0.617 eV. Its frontier orbital gap is 9.141 eV.

Arrangement b

Formula: C6H14N4O2
Source: the OMol25 dataset
Level of theory: wB97M-V/def2-TZVPD

Structure (XYZ):
```
26
Properties=species:S:1:pos:R:3
C -3.6498 0.5439 -0.4249
C -3.9726 -0.1360 0.8996
C -2.6036 -0.3972 -0.9466
C 4.3575 -0.0907 0.7018
C 3.4730 1.0530 0.1760
C 1.6612 -0.0989 -0.9482
H -3.7826 2.3886 0.0844
H -4.5188 0.5437 -1.1006
H -3.3503 0.3577 1.6531
H -5.0218 -0.0764 1.1993
H -3.2809 -2.0417 1.4609
H -1.9390 -0.1552 -1.7742
H 3.7029 -1.8051 -0.0023
H 3.9792 -0.4076 1.6904
H 5.3882 0.2889 0.8128
H 3.8170 1.3547 -0.8427
H 3.5917 1.9238 0.8161
H 1.5842 0.6066 0.9840
H 2.4202 -0.2625 -1.7107
H 0.3141 -1.2618 -1.7478
N -3.5567 -1.5291 0.6326
N -2.4989 -1.4716 -0.2811
N 2.0873 0.6522 0.1067
N 0.4825 -0.6451 -0.9460
O -3.0821 1.8248 -0.2782
O 4.3979 -1.1592 -0.2144
```

Its lowest unoccupied orbital energy is 0.893 eV. Its frontier orbital gap is 9.341 eV.

It is arrangement b that is the least stable of them.

Arrangement a

Formula: C2H5FOS
Source: the OMol25 dataset
Level of theory: wB97M-V/def2-TZVPD

Structure (XYZ):
```
10
Properties=species:S:1:pos:R:3
C -1.4570 0.2975 -0.2754
C -0.4733 1.3900 -0.4376
O 1.4532 -0.2289 -0.0421
F 2.7688 -2.8939 1.4595
S 1.1490 1.1780 -0.3743
H -1.3035 -0.2163 0.6745
H -2.4798 0.6602 -0.3311
H -1.2967 -0.4494 -1.0553
H 2.4360 -2.1357 1.0125
H -0.7967 2.3984 -0.6307
```

Its lowest unoccupied orbital energy is -0.276 eV. Its frontier orbital gap is 9.487 eV.

Arrangement b

Formula: C2H5FOS
Source: the OMol25 dataset
Level of theory: wB97M-V/def2-TZVPD

Structure (XYZ):
```
10
Properties=species:S:1:pos:R:3
C 0.4611 -0.1402 -0.2588
C -0.3762 0.4319 0.8062
O -1.6367 0.0787 0.9913
F 1.4429 -2.1571 1.8131
S 0.7821 -1.1891 3.0089
H 1.3955 0.4049 -0.3406
H -0.0649 -0.1076 -1.2199
H 0.6950 -1.1911 -0.0623
H -0.0946 1.3266 1.3377
H -1.8344 -0.7738 0.5672
```

Its lowest unoccupied orbital energy (spin up / spin down) is -0.734 / -1.095 eV. Its frontier orbital gap (spin up / spin down) is 7.065 / 6.610 eV.

It is arrangement b that is the least stable of them.

Arrangement a

Formula: C7H9NO2
Source: the OMol25 dataset
Level of theory: wB97M-V/def2-TZVPD

Structure (XYZ):
```
19
Properties=species:S:1:pos:R:3
C 0.3133 0.2744 1.3824
C -0.9292 -0.0999 -1.8300
C 0.4180 -0.3119 2.5853
C -0.2857 1.4672 1.1904
C 1.3149 0.0918 -1.0565
C 0.5388 -0.6448 0.0201
C -0.7285 -0.8567 -0.5920
N 0.3079 0.4610 -2.0524
O -1.9773 -0.0395 -2.4946
O -1.6646 -1.6242 -0.0244
H 1.0216 -1.1990 2.6505
H -0.2287 0.1708 3.3552
H -0.1022 2.3994 1.6654
H -0.9942 1.5761 0.4188
H 1.8857 0.9580 -0.9435
H 2.1966 -0.6111 -1.4086
H 1.0478 -1.5384 0.5869
H 0.3268 0.8937 -2.9512
H -2.4612 -1.3669 -0.5018
```

Its lowest unoccupied orbital energy (spin up / spin down) is -0.196 / -0.528 eV. Its frontier orbital gap (spin up / spin down) is 7.804 / 6.900 eV.

Arrangement b

Formula: C7H9NO2
Source: the OMol25 dataset
Level of theory: wB97M-V/def2-TZVPD

Structure (XYZ):
```
19
Properties=species:S:1:pos:R:3
C -2.2963 -2.5087 -0.0430
C -1.4484 -2.1506 -1.1106
C -0.5349 -1.1234 -0.7811
C -0.5801 -0.5635 0.5189
C -1.5150 -0.9816 1.3822
C 1.8369 1.7444 0.4782
C 1.5761 1.9946 -0.9781
H -2.8943 -3.3464 -0.1418
H -1.2790 -2.8272 -1.9731
H 0.3513 -1.0843 -1.4598
H 0.0908 0.3541 0.8297
H -1.4756 -0.4513 2.3352
H 2.4490 2.9571 1.8023
H 1.7766 1.1400 -1.6522
H 0.3636 2.1471 -1.1013
H 2.0868 2.9522 -1.3693
N -2.4250 -1.9898 1.1783
O 2.0984 0.8192 1.1128
O 1.8188 2.9181 0.9726
```

Its lowest unoccupied orbital energy is 0.502 eV. Its frontier orbital gap is 10.095 eV.

It is arrangement a that is the least stable of them.

Arrangement a

Formula: C3H12ClO3
Source: the OMol25 dataset
Level of theory: wB97M-V/def2-TZVPD

Structure (XYZ):
```
19
Properties=species:S:1:pos:R:3
Cl -1.4159 1.0327 -0.8194
C 2.4897 0.3541 -2.0789
O 1.2230 -0.0398 -2.5442
H 2.7430 -0.2202 -1.1771
H 3.2719 0.0725 -2.7941
H 2.5719 1.4331 -1.9281
H 0.5223 0.4629 -2.0844
C -3.1840 -1.9826 0.6974
O -1.7996 -1.7582 0.7530
H -3.5889 -2.0521 -0.3209
H -3.4058 -2.9341 1.1797
H -3.7283 -1.1599 1.1736
H -1.6290 -0.9948 0.1630
C 1.3140 1.4392 1.6646
O 0.1609 0.7890 2.1281
H 1.0581 2.4288 1.2754
H 2.0714 1.5388 2.4443
H 1.7979 0.8504 0.8793
H -0.4726 0.7403 1.3886
```

Its lowest unoccupied orbital energy is 3.732 eV. Its frontier orbital gap is 8.991 eV. As for the charge: -1.

Arrangement b

Formula: C3H12ClO3
Source: the OMol25 dataset
Level of theory: wB97M-V/def2-TZVPD

Structure (XYZ):
```
19
Properties=species:S:1:pos:R:3
Cl 11.6916 8.8498 26.0871
C 15.1521 7.5379 23.7970
O 13.7699 7.9120 23.8356
H 15.1904 6.7033 23.0857
H 15.6787 8.4024 23.4001
H 15.5402 7.1029 24.7184
H 13.4633 7.9993 24.7608
C 14.0498 5.8140 27.4438
O 12.8656 6.3879 27.9395
H 14.8241 6.5491 27.2090
H 14.4414 5.1195 28.1874
H 13.8094 5.2250 26.5498
H 12.5625 7.0895 27.3311
C 8.6598 9.2613 28.4190
O 9.4965 10.2512 27.9034
H 8.1259 9.5243 29.3444
H 7.8361 8.9914 27.7425
H 9.1684 8.3332 28.7014
H 10.1755 9.7384 27.4027
```

Its lowest unoccupied orbital energy is 3.554 eV. Its frontier orbital gap is 8.648 eV. As for the charge: -1.

It is arrangement b that is the least stable of them.